# 1
{
  "formula": "C24H71AsF6N13O9",
  "method": "ωB97M-V/def2-TZVPD",
  "total_charge": -1,
  "e_lumo_ha": 0.0730,
  "gap_ev": 8.29,
  "homo_energy_ha": -0.232,
  "elements": ["As", "F", "F", "F", "F", "F", "F", "O", "O", "O", "O", "O", "O", "O", "O", "O", "N", "N", "N", "N", "N", "N", "N", "N", "N", "N", "N", "N", "N", "C", "C", "C", "C", "C", "C", "C", "C", "C", "C", "C", "C", "C", "C", "C", "C", "C", "C", "C", "C", "C", "C", "C", "C", "H", "H", "H", "H", "H", "H", "H", "H", "H", "H", "H", "H", "H", "H", "H", "H", "H", "H", "H", "H", "H", "H", "H", "H", "H", "H", "H", "H", "H", "H", "H", "H", "H", "H", "H", "H", "H", "H", "H", "H", "H", "H", "H", "H", "H", "H", "H", "H", "H", "H", "H", "H", "H", "H", "H", "H", "H", "H", "H", "H", "H", "H", "H", "H", "H", "H", "H", "H", "H", "H", "H"],
  "xyz": [[0.4737, 0.8426, -0.8047], [1.4310, -0.5483, -1.2438], [-0.9323, -0.1527, -1.0311], [1.9335, 1.7573, -0.5985], [0.4595, 1.2505, -2.4917], [-0.5416, 2.1836, -0.4482], [0.6694, 0.3783, 0.8612], [-3.2103, -3.3596, 1.2117], [0.5385, -2.6367, 4.3616], [-1.9311, -1.6239, -6.0548], [3.4824, 5.8999, -3.1863], [-5.4870, -1.1340, -1.9199], [0.8853, -5.0903, -0.6254], [-0.2415, 5.7925, -3.8480], [-2.7677, 2.3519, 3.4963], [4.9070, -1.7539, 0.3811], [-1.5075, -3.8055, 2.6916], [2.9249, -5.4526, 4.9602], [3.4402, -2.7009, -1.9651], [-1.4720, -1.8912, 1.3448], [-1.3772, -2.0803, -3.8650], [3.9006, 2.9219, -2.8088], [5.5974, -0.9026, 2.3775], [-1.2661, 5.5185, -5.8764], [-4.5879, 4.1817, 6.1266], [-1.8403, 4.2032, -4.0496], [-1.1649, 0.0705, -4.6939], [3.6086, -0.1781, 1.4339], [-4.8794, 1.3931, -2.7796], [-2.3025, 2.7188, 2.2196], [2.4959, -4.2262, 4.2947], [2.5655, 6.4742, -2.2465], [3.0304, -4.8968, -2.9028], [4.6218, 5.2634, -2.6485], [4.7331, -0.9546, 1.2848], [-4.7463, 1.8432, 5.6960], [-4.1722, 1.1804, -0.4175], [-2.1396, -3.0323, 1.7375], [-5.7395, -2.5300, -1.9839], [4.4166, 3.9587, -1.8788], [-1.0807, 5.2276, -4.5477], [2.4237, -3.7629, -2.1181], [1.2177, -3.7345, 4.9670], [1.3545, -1.5607, 3.9737], [-3.6033, 3.3339, 4.0343], [-4.0926, -0.8283, -1.9955], [-3.8717, 3.0757, 5.5050], [1.9375, -4.1357, -0.7175], [2.2925, -4.4284, 2.7929], [5.6798, 3.4528, -1.2070], [-0.3127, -4.6382, -1.2173], [-3.9764, 0.6871, -1.8355], [-1.5813, -1.2315, -4.9376], [3.7122, 0.6373, 2.0103], [-5.7311, 2.0319, 5.2602], [-1.9382, -1.4196, 0.5938], [3.4448, -4.5628, -3.8524], [-1.0718, 0.6856, -5.4794], [-0.5258, 0.2077, -3.9278], [-5.5065, -2.9813, -1.0134], [-4.1910, 5.0957, 5.9258], [-1.2040, -1.7104, -2.9440], [3.0729, -1.9770, -1.3568], [-1.6505, 3.6063, 2.1804], [2.2101, -5.5693, -3.2030], [-1.6866, 3.9797, -3.0853], [-1.6246, 1.9221, 1.9124], [-0.7523, -3.7753, -0.7003], [-3.6699, 0.5407, 0.3071], [5.4929, 2.6731, -0.4737], [-3.0916, 2.8755, 1.4834], [-2.9589, 0.9723, -2.1100], [5.1762, -0.6195, 3.2431], [-3.7533, -1.1606, -2.9839], [-5.5561, 4.2734, 5.8394], [3.0547, -5.1626, 2.4950], [2.1989, 5.7694, -1.5049], [0.5057, -4.5495, 5.0989], [-4.4196, 1.3633, -3.6882], [-2.9271, 2.9448, 6.0356], [-3.8161, 2.2126, -0.3748], [3.6637, 4.2012, -1.1164], [-3.5599, -1.3812, -1.2115], [1.4643, -3.4027, 5.9922], [3.4449, 2.2616, -2.1730], [3.2117, -5.2782, 5.9196], [-2.3138, 3.5822, -4.6768], [-1.9559, 5.0170, -6.4014], [-4.3356, 0.9744, 5.1827], [-4.8539, 1.6426, 6.7604], [-6.7723, -2.6811, -2.3013], [1.7704, 6.8661, -2.8697], [-3.0984, 4.3085, 3.9641], [3.2474, -3.4307, 4.3772], [2.7623, -4.5880, -0.1459], [-5.1412, -3.0355, -2.7585], [2.3822, -3.5132, 2.2197], [-5.6865, 0.7811, -2.8906], [2.9789, -0.1186, 0.6481], [-1.8063, -2.9849, -3.9283], [1.3982, -5.0081, 2.5474], [-4.5520, 3.3760, 3.4822], [6.4840, -1.3596, 2.3781], [3.1339, 7.2817, -1.7646], [-5.2110, 1.3433, -0.1120], [4.2472, -3.0614, -1.4655], [-1.0216, -5.4519, -1.0185], [1.0372, -0.6173, 4.4548], [1.7347, -3.2443, -0.1038], [3.7284, -5.5430, -2.3709], [1.5606, -3.2660, -2.5695], [-0.6893, 6.1896, -6.3392], [5.2223, 5.9846, -2.0615], [6.0684, 4.3091, -0.6321], [-2.0831, -4.5822, 2.9569], [3.7878, -5.7400, 4.5031], [6.4448, 3.2289, -1.9484], [2.4154, -1.6363, 4.1866], [1.1804, -1.2426, 2.9396], [-0.7663, -3.3471, 3.2136], [5.2700, 5.0645, -3.5106], [3.0624, 3.3343, -3.2315], [-0.5454, -1.7245, 1.6813], [-0.2981, -4.5029, -2.3008]],
  "forces_ev_per_angstrom": [[0.757, -0.489, -0.608], [0.127, -0.118, 0.217], [-0.318, -0.079, 0.166], [0.033, 0.364, -0.019], [-0.197, 0.278, -0.148], [0.105, 0.050, 0.243], [-0.639, -0.023, 0.211], [0.667, 0.196, 0.443], [0.386, -0.610, -0.421], [-0.320, 0.379, 1.278], [-0.370, -0.813, 0.146], [-0.037, -0.427, -0.112], [0.222, 0.639, -0.567], [-0.740, 0.081, -0.577], [0.044, 0.203, -0.048], [0.104, 0.658, -0.052], [-0.519, 1.070, -1.304], [0.416, -0.148, -0.173], [-0.175, -0.211, -0.093], [-1.010, -1.373, 0.782], [-0.292, 0.344, -0.386], [-0.876, 0.473, 0.881], [-0.897, 0.959, -0.121], [-0.467, -0.341, 0.276], [-0.052, 0.922, 0.343], [-0.084, 0.675, -0.574], [-0.654, -0.705, 0.364], [0.660, -0.212, 0.102], [0.339, -0.463, -0.051], [1.085, -0.395, -0.436], [-0.576, 0.835, -0.528], [1.319, 0.246, -0.654], [-1.585, -0.882, -0.867], [1.147, 0.351, -0.296], [0.060, -1.360, 0.377], [0.265, -0.075, -0.111], [-0.550, 0.746, 0.138], [-0.115, -0.203, -0.538], [0.273, 0.172, -0.167], [-0.756, 0.020, -0.574], [1.262, -0.093, 0.643], [0.617, 1.325, 1.229], [0.218, 0.554, 1.225], [-0.535, 2.142, -0.095], [0.299, 0.332, 0.270], [-0.771, 0.069, 0.065], [-0.876, -0.224, -0.118], [0.745, -0.897, 0.946], [0.411, -1.684, 0.373], [0.123, 1.679, 0.295], [-1.080, -0.979, 0.756], [0.129, 0.064, -0.442], [1.299, -0.080, -1.046], [-0.245, 0.212, -0.148], [-0.048, 0.014, 0.071], [0.580, 0.491, -0.132], [0.293, 0.240, 0.189], [0.075, -0.186, -0.191], [0.034, 0.300, 0.078], [-0.211, -0.169, -0.115], [0.312, -0.228, 0.034], [-0.068, 0.054, 0.035], [0.087, 0.088, -0.197], [-0.323, 0.193, 0.573], [0.156, -0.043, 0.129], [0.009, -0.320, 0.044], [-0.363, -0.161, -0.279], [0.379, 0.257, -0.186], [0.088, 0.180, 0.086], [0.029, -0.381, -0.353], [-0.164, -0.199, 0.140], [0.089, -0.185, -0.039], [0.380, 0.035, 0.179], [0.272, 0.126, 0.076], [0.028, -0.477, -0.144], [0.307, 0.561, -0.326], [-0.149, -0.116, -0.016], [-0.080, -0.001, -0.411], [-0.108, 0.101, 0.043], [0.087, 0.003, -0.095], [0.516, -0.213, 0.073], [0.076, -0.216, 0.235], [0.116, 0.074, -0.038], [0.103, -0.192, -0.032], [0.337, -0.389, -0.364], [-0.256, 0.158, 0.012], [-0.137, -0.228, 0.296], [-0.006, 0.095, -0.165], [0.101, -0.009, 0.097], [-0.102, -0.135, -0.007], [-0.089, 0.100, 0.432], [-0.264, -0.002, 0.280], [-0.133, 0.121, -0.159], [0.101, -0.104, 0.190], [0.058, -0.157, -0.342], [0.187, 0.245, 0.123], [-0.087, 0.005, -0.084], [-0.114, 0.267, 0.082], [0.011, 0.071, -0.017], [-0.006, -0.043, -0.037], [-0.379, 0.568, 0.126], [-0.074, 0.121, -0.019], [-0.021, -0.339, -0.181], [-0.429, 0.093, 0.325], [-0.152, -0.732, -0.231], [-0.025, -0.027, -0.028], [-0.007, 0.123, -0.173], [-0.102, -0.479, 0.560], [-0.519, 0.204, -0.509], [0.211, 0.413, 0.266], [0.179, -0.328, -0.729], [0.176, 0.093, 0.132], [-0.365, -0.090, 0.328], [0.101, -0.223, 0.065], [0.338, -0.080, 0.564], [-0.185, -0.209, -0.013], [-0.080, -0.499, 0.039], [0.051, -0.453, -0.160], [0.368, -0.795, -0.261], [-0.241, -0.656, 0.459], [-0.203, -0.196, -0.076], [0.333, 0.015, -0.313], [0.156, 0.491, -0.416], [0.392, 0.203, -0.015]],
  "lowdin_charge": [0.72, -0.25, -0.25, -0.25, -0.25, -0.23, -0.25, -0.02, -0.21, -0.01, -0.20, -0.21, -0.18, 0.01, -0.17, 0.03, 0.17, 0.03, 0.04, 0.18, 0.16, 0.05, 0.13, 0.15, 0.02, 0.16, 0.15, 0.17, 0.05, -0.12, -0.46, -0.09, -0.06, -0.23, -0.64, -0.06, -0.07, -0.66, -0.10, -0.46, -0.66, -0.44, -0.19, -0.11, -0.24, -0.19, -0.45, -0.22, -0.04, -0.07, -0.12, -0.42, -0.65, 0.10, 0.08, 0.06, 0.07, 0.09, 0.05, 0.09, 0.07, 0.07, 0.02, 0.09, 0.08, 0.10, 0.08, 0.08, 0.08, 0.07, 0.07, 0.11, 0.08, 0.11, 0.07, 0.08, 0.08, 0.13, 0.06, 0.14, 0.06, 0.12, 0.11, 0.13, 0.05, 0.07, 0.09, 0.09, 0.08, 0.07, 0.08, 0.07, 0.12, 0.12, 0.12, 0.08, 0.07, 0.06, 0.06, 0.10, 0.09, 0.13, 0.09, 0.08, 0.08, 0.05, 0.09, 0.10, 0.11, 0.08, 0.12, 0.10, 0.12, 0.07, 0.10, 0.07, 0.08, 0.07, 0.06, 0.06, 0.13, 0.07, 0.06, 0.07]
}

***

# 2
{
  "formula": "C30H23IN4O2SV",
  "method": "ωB97M-V/def2-TZVPD",
  "total_charge": 3,
  "e_lumo_ha": [-0.4145, -0.4149],
  "gap_ev": [5.83, 5.81],
  "homo_energy_ha": [-0.629, -0.629],
  "elements": ["I", "V", "S", "O", "O", "N", "N", "N", "N", "C", "C", "C", "C", "C", "C", "C", "C", "C", "C", "C", "C", "C", "C", "C", "C", "C", "C", "C", "C", "C", "C", "C", "C", "C", "C", "C", "C", "C", "C", "H", "H", "H", "H", "H", "H", "H", "H", "H", "H", "H", "H", "H", "H", "H", "H", "H", "H", "H", "H", "H", "H", "H"],
  "xyz": [[3.1210, -1.9645, 0.9566], [0.9510, -0.7066, -0.4986], [0.4736, -0.2611, -4.8312], [-2.3993, -2.8463, 3.7655], [0.2877, -2.2768, -0.6720], [2.4946, 0.3356, -1.4523], [0.2605, -0.8829, 1.3917], [-0.0247, 0.9932, -0.3185], [-2.4846, -4.5358, -0.6511], [4.4682, 1.5276, -2.9784], [-0.7465, -4.4118, -2.3322], [-1.4628, 3.9688, -1.3046], [2.8462, 1.1100, 4.0285], [-2.1309, 5.1712, -1.2217], [-1.4201, -2.5472, 0.9611], [-3.0599, -4.1977, 0.4938], [-1.2685, 3.2218, -0.1279], [0.1362, -0.4466, -2.3248], [-2.5991, 5.6217, 0.0105], [3.5652, 0.9029, -0.8630], [-3.2959, -2.9310, 2.6684], [-1.7412, 3.6756, 1.1174], [-1.1114, -0.8170, -2.8682], [-0.5923, 1.9982, -0.2108], [-0.7079, -1.6224, 1.8150], [-1.3651, -3.9451, -1.0580], [3.3534, 0.9800, -3.5921], [2.3706, 0.4139, -2.8009], [-2.4073, 4.8796, 1.1750], [1.1025, -0.1682, 2.3019], [-2.5705, -3.2300, 1.3730], [-1.0554, -0.7442, -4.2305], [2.4663, -0.4663, 2.2783], [-0.8438, -2.9171, -0.2692], [1.4893, 1.4087, 4.0584], [4.5619, 1.5118, -1.5900], [1.0900, -0.0911, -3.2432], [0.6109, 0.7778, 3.1897], [3.3470, 0.1700, 3.1358], [-0.3377, -5.4129, -2.1840], [-3.9595, -4.7481, 0.7482], [3.2394, 1.0044, -4.6673], [-0.4494, 0.9981, 3.2118], [4.4014, -0.0734, 3.1355], [-1.0947, 3.6023, -2.2534], [-2.2924, 5.7635, -2.1113], [-4.0651, -3.6851, 2.8323], [-3.1234, 6.5668, 0.0653], [-2.4875, -3.6214, 4.3303], [-1.5827, 3.0867, 2.0104], [3.6065, 0.8696, 0.2171], [-1.5195, -4.4932, -3.0953], [3.5232, 1.6019, 4.7139], [-2.7810, 5.2494, 2.1194], [5.4010, 1.9605, -1.0782], [0.0470, -3.7546, -2.6813], [5.2508, 1.9785, -3.5744], [-1.8456, -0.9713, -4.9309], [1.1141, 2.1330, 4.7685], [-1.9926, -1.1120, -2.3178], [-0.9501, -1.6307, 2.8768], [-3.8108, -1.9704, 2.5831]],
  "forces_ev_per_angstrom": [[0.032, -0.016, 0.014], [-0.004, -0.291, -0.152], [0.009, 0.039, 0.085], [0.053, 0.011, -0.082], [-0.177, 0.092, 0.006], [0.041, 0.069, -0.026], [-0.123, -0.014, -0.022], [-0.030, 0.165, 0.154], [0.057, 0.000, -0.100], [-0.007, -0.010, -0.003], [0.037, 0.014, -0.020], [-0.008, 0.014, 0.003], [-0.007, 0.009, 0.009], [0.000, -0.001, -0.006], [-0.140, -0.116, -0.085], [0.014, -0.018, 0.124], [-0.033, 0.015, 0.040], [0.117, 0.020, 0.099], [0.001, -0.002, 0.002], [0.021, 0.008, 0.022], [-0.008, 0.003, 0.056], [-0.004, 0.020, -0.024], [-0.048, 0.026, -0.047], [0.039, -0.027, -0.101], [0.023, -0.024, -0.013], [-0.135, -0.017, 0.085], [0.015, -0.001, 0.031], [0.036, 0.018, -0.026], [0.002, -0.005, 0.002], [0.038, -0.017, -0.029], [0.030, 0.089, 0.001], [0.011, -0.042, 0.006], [-0.046, 0.062, 0.048], [0.238, -0.006, 0.034], [-0.015, -0.004, -0.007], [-0.005, -0.005, 0.004], [-0.082, -0.026, -0.054], [0.042, 0.013, 0.012], [0.032, -0.019, -0.014], [0.002, -0.003, -0.012], [-0.012, 0.020, -0.005], [-0.012, -0.006, -0.003], [-0.004, -0.006, -0.006], [-0.001, -0.005, -0.005], [0.006, -0.006, 0.000], [0.002, -0.003, -0.004], [0.009, -0.013, -0.018], [0.000, 0.002, -0.001], [-0.011, 0.010, 0.013], [0.001, 0.000, 0.004], [0.011, 0.009, -0.010], [0.007, -0.012, -0.004], [0.004, 0.000, 0.000], [0.001, -0.004, 0.005], [-0.002, 0.001, 0.007], [0.000, -0.007, 0.002], [0.001, 0.003, 0.000], [-0.007, -0.010, 0.003], [-0.003, 0.001, 0.000], [-0.002, 0.000, 0.004], [0.005, 0.005, 0.023], [-0.010, -0.005, -0.015]],
  "lowdin_charge": [1.35, 0.89, 1.18, -0.05, -0.19, -0.03, -0.06, 0.15, 0.18, 0.03, 0.02, 0.01, -0.01, -0.02, -0.04, -0.01, -0.20, -0.23, 0.01, -0.12, -0.16, 0.00, -0.14, 0.01, 0.06, -0.23, 0.04, -0.24, -0.02, -0.33, -0.09, -0.32, -0.57, -0.18, -0.01, 0.01, -0.47, 0.00, -0.09, 0.11, 0.14, 0.14, 0.13, 0.12, 0.13, 0.13, 0.14, 0.13, 0.12, 0.11, 0.09, 0.11, 0.13, 0.13, 0.13, 0.08, 0.14, 0.10, 0.13, 0.13, 0.16, 0.14]
}